# 1
Formula: C34H58CaN2O4Si
Source: OMol25
Level of theory: wB97M-V/def2-TZVPD

Last column: Löwdin charge in e.
Atoms and positions in Å:
O1 1.251 1.152 -2.705  -0.19
O2 3.380 1.638 -1.647  -0.15
C1 1.577 0.059 -3.661  -0.21
C2 0.409 -0.247 -4.559  -0.05
H1 1.850 -0.786 -3.019  0.12
H2 2.466 0.355 -4.238  0.11
H3 -0.467 -0.580 -3.992  0.09
H4 0.692 -1.054 -5.237  0.09
H5 0.136 0.615 -5.174  0.08
C3 1.047 2.488 -3.332  -0.17
C4 2.154 2.853 -4.276  -0.07
H6 0.984 3.178 -2.483  0.13
H7 0.067 2.455 -3.822  0.13
H8 3.139 2.723 -3.809  0.06
H9 2.059 3.901 -4.571  0.10
H10 2.121 2.256 -5.193  0.08
C5 3.403 2.716 -0.603  -0.13
C6 4.524 0.692 -1.761  -0.14
C7 3.876 3.990 -1.232  -0.05
H11 4.062 2.357 0.196  0.14
H12 2.372 2.775 -0.238  0.13
H13 4.889 3.885 -1.629  0.07
H14 3.892 4.780 -0.480  0.10
H15 3.212 4.313 -2.040  0.08
C8 5.695 1.387 -2.388  -0.06
H16 4.147 -0.130 -2.376  0.13
H17 4.734 0.324 -0.750  0.13
H18 5.413 1.914 -3.305  0.09
H19 6.451 0.648 -2.656  0.09
H20 6.164 2.097 -1.705  0.08
H21 2.387 1.339 -2.026  0.08
N1 -2.289 -1.756 0.397  -0.04
C9 -2.394 -2.434 1.540  -0.35
C10 -1.812 -2.036 2.762  -0.07
C11 -1.208 -0.830 3.166  -0.35
C12 -3.134 -3.753 1.537  -0.01
H22 -2.555 -4.516 0.999  0.09
H23 -4.117 -3.654 1.061  0.08
H24 -3.283 -4.091 2.565  0.08
C13 -0.660 -0.768 4.574  -0.02
H25 -1.208 -0.041 5.190  0.09
H26 0.405 -0.496 4.579  0.07
H27 -0.766 -1.751 5.039  0.07
N2 -1.150 0.270 2.404  -0.05
C14 -2.884 -2.226 -0.828  -0.22
C15 -2.166 -3.061 -1.720  -0.23
C16 -0.784 -3.546 -1.415  -0.06
C17 -2.767 -3.472 -2.908  -0.07
H28 -2.197 -4.108 -3.595  0.11
C18 -4.070 -3.084 -3.213  -0.10
H29 -4.527 -3.412 -4.148  0.10
C19 -4.784 -2.263 -2.340  -0.05
H30 -5.802 -1.939 -2.575  0.11
C20 -4.215 -1.861 -1.134  -0.22
C21 -5.011 -1.040 -0.173  -0.03
C22 -1.328 1.561 2.966  -0.23
C23 -0.228 2.416 3.212  -0.23
C24 1.180 1.940 3.031  -0.06
C25 -0.469 3.705 3.675  -0.07
H31 0.386 4.359 3.862  0.10
C26 -1.775 4.156 3.877  -0.09
H32 -1.942 5.181 4.208  0.09
C27 -2.865 3.315 3.635  -0.05
H33 -3.894 3.665 3.758  0.11
C28 -2.649 2.007 3.218  -0.21
C29 -3.781 1.057 2.987  -0.04
Ca1 -1.265 0.332 0.046  1.35
H34 -0.068 -3.123 -2.137  0.07
H35 -0.726 -4.642 -1.517  0.09
H36 -0.456 -3.276 -0.406  0.04
H37 -4.764 -1.270 0.871  0.07
H38 -6.081 -1.243 -0.311  0.09
H39 -4.853 0.037 -0.323  0.07
H40 1.807 2.792 2.736  0.07
H41 1.270 1.166 2.263  0.04
H42 1.605 1.544 3.969  0.08
H43 -3.656 0.549 2.020  0.05
H44 -4.730 1.601 2.939  0.08
H45 -3.848 0.280 3.764  0.09
H46 -1.857 -2.793 3.542  0.09
C30 1.087 -0.769 0.077  -0.37
Si1 2.064 -2.013 1.076  0.38
H47 0.822 -1.071 -0.965  -0.08
H48 1.500 0.257 0.001  -0.08
C31 3.092 -3.044 -0.141  -0.21
C32 1.123 -3.293 2.102  -0.18
C33 3.128 -1.070 2.326  -0.19
H49 3.550 -0.163 1.872  0.00
H50 3.970 -1.679 2.690  0.03
H51 2.553 -0.761 3.214  0.01
H52 2.461 -3.407 -0.966  0.01
H53 3.555 -3.928 0.322  0.02
H54 3.899 -2.439 -0.577  0.00
H55 0.258 -3.715 1.575  0.01
H56 0.762 -2.882 3.055  0.01
H57 1.783 -4.140 2.353  0.03
O3 -4.924 2.428 0.341  -0.05
C34 -3.841 2.648 -0.231  -0.54
O4 -2.783 1.898 -0.259  -0.33
H58 -3.775 3.599 -0.801  0.11

Values from the calculation:
frontier orbital gap = 5.909 eV
relative energy (zero: lowest compared OMol25 entry of this formula, charge and spin) = 1.078 eV
LUMO level = -0.29 eV
HOMO level = -6.20 eV
total charge = 0



# 2
Formula: C34H58N13O2Re
Source: OMol25
Level of theory: wB97M-V/def2-TZVPD

Last column: Löwdin charge in e.
Atoms and positions in Å:
Re1 -0.215 0.653 0.488  1.79
C1 -0.546 3.344 -3.349  -0.02
N1 -0.617 1.923 -3.647  -0.13
C2 -0.747 1.610 -5.071  -0.01
C3 -0.511 0.960 -2.703  -0.38
N2 0.280 1.101 -1.623  -0.07
C4 1.522 1.857 -1.830  -0.19
C5 2.692 0.905 -1.669  -0.14
N3 2.515 0.151 -0.436  -0.20
C6 3.363 0.558 0.674  -0.15
C7 2.557 0.777 1.949  -0.17
N4 1.290 1.517 1.745  -0.07
C8 1.164 2.617 2.533  -0.42
N5 0.018 2.890 3.186  -0.13
C9 -0.684 1.867 3.954  -0.03
C10 -0.428 4.252 3.462  -0.03
N6 2.174 3.498 2.663  -0.13
C11 3.176 3.730 1.633  -0.02
C12 2.444 4.192 3.926  0.00
C13 2.428 -1.280 -0.646  -0.17
C14 1.803 -1.955 0.549  -0.18
N7 0.567 -1.291 1.009  -0.04
C15 -0.219 -2.003 1.806  -0.24
N8 0.105 -3.136 2.418  -0.09
C16 -0.866 -4.212 2.649  0.00
C17 1.425 -3.410 3.000  0.00
N9 -2.394 -1.808 3.014  -0.07
C18 -2.300 -1.850 0.541  -0.07
C19 -1.826 -1.596 4.343  0.01
N10 -1.248 -0.154 -2.893  -0.14
C20 -0.779 -1.488 -2.545  -0.03
C21 -2.535 -0.124 -3.583  -0.03
H1 -1.449 3.832 -3.723  0.11
H2 0.313 3.811 -3.836  0.11
H3 -0.477 3.502 -2.278  0.06
H4 0.005 2.181 -5.617  0.11
H5 -1.730 1.879 -5.459  0.10
H6 -0.566 0.553 -5.244  0.10
H7 1.597 2.665 -1.095  0.09
H8 1.569 2.313 -2.816  0.12
H9 3.639 1.450 -1.684  0.14
H10 2.711 0.222 -2.520  0.13
H11 3.867 1.482 0.398  0.10
H12 4.154 -0.176 0.869  0.14
H13 3.177 1.295 2.680  0.13
H14 2.297 -0.179 2.405  0.09
H15 -0.173 0.921 3.827  0.06
H16 -1.714 1.754 3.621  0.09
H17 -0.670 2.154 5.008  0.11
H18 0.106 4.965 2.840  0.09
H19 -0.289 4.521 4.510  0.10
H20 -1.494 4.313 3.236  0.11
H21 2.823 3.359 0.673  0.07
H22 4.125 3.249 1.875  0.11
H23 3.353 4.803 1.557  0.11
H24 1.856 3.758 4.729  0.10
H25 2.236 5.259 3.852  0.11
H26 3.499 4.063 4.166  0.11
H27 3.413 -1.738 -0.816  0.15
H28 1.838 -1.458 -1.542  0.10
H29 2.541 -1.984 1.348  0.09
H30 1.573 -2.993 0.294  0.14
H31 -1.786 -4.039 2.105  0.09
H32 -1.083 -4.326 3.711  0.09
H33 -0.414 -5.135 2.287  0.12
H34 1.936 -2.479 3.225  0.09
H35 2.046 -4.045 2.369  0.11
H36 1.251 -3.929 3.942  0.11
H37 -1.528 -2.285 -0.091  0.10
H38 -3.917 -0.657 0.089  0.13
H39 -3.041 -2.626 0.723  0.14
H40 -1.274 -2.465 4.712  0.08
H41 -2.626 -1.391 5.051  0.12
H42 -1.157 -0.738 4.343  0.07
H43 -0.104 -1.451 -1.696  0.04
H44 -0.267 -1.951 -3.393  0.11
H45 -1.638 -2.105 -2.290  0.09
H46 -2.883 0.900 -3.683  0.09
H47 -3.253 -0.688 -2.985  0.09
H48 -2.483 -0.579 -4.573  0.11
O1 -4.341 0.074 2.075  0.01
C22 -4.747 -1.187 2.518  -0.24
C23 -6.091 -1.527 2.489  0.00
C24 -6.509 -2.763 2.955  -0.04
C25 -5.575 -3.669 3.437  -0.04
C26 -4.230 -3.339 3.422  0.00
C27 -3.790 -2.101 2.956  -0.20
C28 -1.641 -1.408 1.894  -0.43
O2 -1.328 -0.006 1.952  -0.30
N11 -2.960 -0.808 -0.213  0.03
N12 -2.284 0.368 -0.269  -0.07
C29 -2.974 1.433 -0.435  -0.05
C30 -2.310 2.712 -0.308  -0.24
C31 -2.943 3.901 -0.636  0.03
C32 -2.250 5.093 -0.504  0.01
C33 -0.936 5.046 -0.065  -0.01
C34 -0.377 3.824 0.257  -0.13
N13 -1.048 2.667 0.174  -0.01
H49 -4.890 0.731 2.518  0.12
H50 -6.810 -0.804 2.122  0.13
H51 -7.561 -3.015 2.947  0.12
H52 -5.893 -4.630 3.815  0.12
H53 -3.499 -4.042 3.800  0.11
H54 -4.050 1.386 -0.574  0.16
H55 -3.963 3.881 -0.995  0.14
H56 -2.720 6.035 -0.752  0.14
H57 -0.343 5.945 0.031  0.13
H58 0.648 3.768 0.588  0.09

Values from the calculation:
2S+1 = 4
frontier orbital gap (alpha / beta) = 6.900 / 6.481 eV
relative energy (zero: lowest compared OMol25 entry of this formula, charge and spin) = 0.822 eV
LUMO level (alpha / beta) = -8.39 / -8.89 eV
HOMO level (alpha / beta) = -15.29 / -15.37 eV
total charge = +3



# 3
Formula: C34H58N2O9P2S4
Source: OMol25
Level of theory: wB97M-V/def2-TZVPD

Last column: Löwdin charge in e.
Atoms and positions in Å:
C1 -2.068 3.557 5.877  -0.14
C2 -2.570 2.023 5.701  -0.25
C3 -1.550 0.982 6.393  -0.22
C4 -1.547 -0.464 5.651  -0.21
C5 -0.176 -1.279 5.914  -0.23
C6 0.290 -2.177 4.671  -0.20
C7 0.878 -1.170 3.553  -0.18
C8 0.227 -1.438 2.105  -0.27
N1 0.925 -2.528 1.326  -0.19
C9 2.249 -1.935 0.935  -0.21
C10 2.696 -2.182 -0.584  -0.19
C11 4.149 -1.446 -0.753  -0.18
C12 4.138 -0.522 -2.099  -0.21
C13 3.297 0.827 -1.789  -0.21
C14 2.481 1.335 -3.093  -0.22
C15 3.005 2.825 -3.495  -0.25
C16 2.645 3.843 -2.273  -0.13
C17 0.118 -2.954 0.170  -0.93
S1 -0.758 -1.790 -0.701  0.70
S2 -0.074 -4.706 -0.415  0.81
C18 0.827 -4.980 -2.012  -0.46
C19 -0.098 -4.982 -3.331  -0.24
C20 -1.620 -5.422 -3.094  -0.18
C21 -2.605 -4.242 -2.674  -0.10
C22 -3.598 -4.548 -1.496  0.00
C23 -4.643 -3.543 -0.955  0.02
C24 -4.696 -2.130 -1.587  -0.03
C25 -3.722 -1.785 -2.771  0.02
C26 -2.700 -2.844 -3.324  -0.12
O1 -1.862 -2.492 -4.437  -0.08
N2 -0.895 -1.615 -3.976  -0.01
O2 -0.576 -0.990 -4.952  0.05
C27 -3.834 -0.303 -3.371  -0.28
O3 -3.468 -0.056 -4.543  0.03
C28 -4.384 0.869 -2.405  -0.36
P1 -3.770 2.643 -2.720  0.85
P2 -3.491 3.700 -0.791  0.43
O4 -1.968 3.956 -0.642  -0.41
O5 -4.267 5.226 -0.867  -0.25
O6 -3.965 2.771 0.554  -0.21
C29 -5.286 0.522 -1.359  -0.01
C30 -5.744 -1.003 -1.102  -0.27
O7 -6.828 -1.308 -0.556  0.05
H1 -0.962 3.625 6.211  0.07
H2 -2.705 4.075 6.682  0.07
H3 -2.133 4.125 4.878  0.04
H4 -2.673 1.800 4.579  0.10
H5 -3.605 1.957 6.181  0.10
H6 -0.496 1.414 6.513  0.10
H7 -1.938 0.807 7.468  0.11
H8 -2.405 -1.120 6.060  0.11
H9 -1.711 -0.351 4.521  0.10
H10 0.625 -0.501 6.186  0.10
H11 -0.310 -1.995 6.814  0.11
H12 1.122 -2.928 4.953  0.11
H13 -0.615 -2.710 4.188  0.11
H14 0.533 -0.107 3.855  0.11
H15 2.019 -1.141 3.559  0.11
H16 0.258 -0.420 1.552  0.10
H17 -0.894 -1.660 2.252  0.12
H18 3.045 -2.464 1.591  0.14
H19 2.358 -0.818 1.171  0.12
H20 2.880 -3.298 -0.718  0.10
H21 2.024 -1.704 -1.370  0.08
H22 4.353 -0.781 0.161  0.11
H23 4.931 -2.287 -0.863  0.09
H24 5.232 -0.215 -2.317  0.11
H25 3.706 -1.094 -3.007  0.11
H26 4.008 1.628 -1.381  0.11
H27 2.495 0.600 -0.990  0.10
H28 1.363 1.463 -2.828  0.11
H29 2.555 0.591 -3.961  0.10
H30 2.449 3.143 -4.444  0.10
H31 4.140 2.714 -3.649  0.10
H32 3.646 4.107 -1.764  0.07
H33 2.024 3.315 -1.456  0.08
H34 2.064 4.760 -2.618  0.07
H35 1.368 -6.002 -1.966  0.09
H36 1.671 -4.217 -2.211  0.08
H37 0.043 -3.979 -3.850  0.09
H38 0.361 -5.772 -4.043  0.12
H39 -2.019 -5.886 -4.076  0.13
H40 -1.627 -6.211 -2.256  0.11
H41 -3.559 -5.591 -1.010  0.11
H42 -5.377 -3.791 -0.120  0.11
H43 -2.443 2.512 -3.296  -0.04
H44 -3.586 5.844 -1.242  0.08
H45 -4.818 3.106 0.942  0.09
H46 -5.727 1.297 -0.653  0.10
C31 6.968 -2.017 -4.553  -0.27
S3 6.893 -3.621 -3.727  0.81
O8 6.625 -3.364 -2.281  -0.56
C32 8.650 -3.999 -3.897  -0.27
H47 5.973 -1.571 -4.532  0.04
H48 7.670 -1.362 -4.033  0.06
H49 7.280 -2.155 -5.590  0.05
H50 9.248 -3.221 -3.419  0.06
H51 8.907 -4.073 -4.956  0.05
H52 8.846 -4.956 -3.411  0.05
C33 -3.045 7.234 1.894  -0.27
S4 -2.521 7.274 3.622  0.84
O9 -2.786 5.922 4.201  -0.56
C34 -3.835 8.374 4.192  -0.27
H53 -2.379 6.565 1.347  0.04
H54 -4.069 6.862 1.823  0.05
H55 -2.978 8.237 1.469  0.05
H56 -4.810 7.932 3.979  0.06
H57 -3.743 9.340 3.694  0.05
H58 -3.727 8.511 5.268  0.05

Values from the calculation:
frontier orbital gap = 6.621 eV
LUMO level = -1.49 eV
HOMO level = -8.11 eV
total charge = 0



# 4
Formula: C34H58N4O4S
Source: OMol25
Level of theory: wB97M-V/def2-TZVPD

Last column: Löwdin charge in e.
Atoms and positions in Å:
C1 8.520 -2.959 3.256  -0.14
C2 9.000 -3.648 1.860  -0.24
C3 9.813 -2.539 0.998  -0.23
C4 8.733 -1.735 0.103  -0.22
C5 8.407 -2.640 -1.191  -0.22
C6 7.436 -1.748 -2.155  -0.22
C7 5.929 -1.853 -1.610  -0.23
C8 4.917 -0.774 -2.257  -0.22
C9 3.552 -0.621 -1.384  -0.20
C10 2.350 -1.218 -2.317  -0.21
C11 0.989 -1.486 -1.446  -0.18
C12 0.006 -0.227 -1.814  -0.21
C13 -1.526 -0.496 -1.306  -0.14
C14 -2.447 0.810 -1.331  -0.30
C15 -1.759 1.823 -2.407  -0.15
N1 -1.181 2.626 -3.100  0.15
C16 -3.969 0.633 -1.800  -0.14
C17 -4.540 -0.852 -1.935  -0.20
C18 -4.601 -1.716 -0.584  -0.20
C19 -5.954 -1.386 0.269  -0.22
C20 -7.290 -1.815 -0.526  -0.21
C21 -8.264 -2.813 0.273  -0.17
C22 -7.544 -4.106 0.903  -0.21
O1 -8.298 -4.439 2.124  -0.24
C23 -8.500 -5.866 2.230  -0.14
C24 -2.489 1.623 0.093  -0.30
C25 -3.306 0.794 1.225  -0.14
N2 -3.944 0.323 2.127  0.18
C26 -0.978 1.750 0.716  -0.14
C27 -0.924 2.566 2.102  -0.12
C28 -0.200 4.017 1.925  -0.17
O2 0.574 4.391 3.111  -0.10
C29 1.542 5.393 2.726  -0.40
C30 2.956 4.863 2.190  -0.01
O3 1.199 6.600 2.813  0.08
C31 -3.033 3.131 -0.052  -0.20
C32 -4.109 3.572 1.078  -0.42
S1 -4.765 5.253 0.492  0.88
C33 -3.333 6.251 -0.113  -0.52
N3 -2.552 7.295 0.509  0.03
N4 -1.626 7.580 -0.441  -0.05
C34 -1.685 6.821 -1.671  -0.04
O4 -2.805 5.980 -1.423  -0.11
H1 8.912 -1.882 3.330  0.07
H2 7.373 -2.928 3.302  0.07
H3 8.862 -3.569 4.179  0.07
H4 8.049 -3.921 1.262  0.09
H5 9.633 -4.603 2.037  0.11
H6 10.336 -1.772 1.681  0.10
H7 10.645 -3.011 0.351  0.11
H8 9.099 -0.676 -0.164  0.12
H9 7.778 -1.633 0.738  0.10
H10 9.391 -2.931 -1.725  0.11
H11 7.891 -3.638 -0.901  0.11
H12 7.525 -2.200 -3.214  0.11
H13 7.862 -0.677 -2.175  0.11
H14 5.938 -1.727 -0.466  0.10
H15 5.572 -2.930 -1.813  0.12
H16 5.474 0.239 -2.362  0.11
H17 4.704 -1.106 -3.349  0.11
H18 3.605 -1.136 -0.364  0.10
H19 3.420 0.519 -1.223  0.11
H20 2.165 -0.387 -3.108  0.11
H21 2.674 -2.142 -2.911  0.11
H22 1.245 -1.437 -0.333  0.10
H23 0.467 -2.455 -1.769  0.11
H24 0.030 -0.177 -2.973  0.12
H25 0.487 0.685 -1.325  0.10
H26 -1.882 -1.383 -1.929  0.12
H27 -1.440 -0.875 -0.212  0.12
H28 -4.699 1.216 -1.110  0.12
H29 -4.092 1.138 -2.838  0.13
H30 -5.594 -0.774 -2.408  0.12
H31 -3.894 -1.426 -2.696  0.11
H32 -3.654 -1.685 0.055  0.09
H33 -4.730 -2.825 -0.905  0.12
H34 -6.036 -0.255 0.518  0.09
H35 -5.870 -1.913 1.299  0.11
H36 -7.887 -0.844 -0.716  0.11
H37 -6.962 -2.271 -1.540  0.11
H38 -9.029 -3.214 -0.502  0.12
H39 -8.891 -2.294 1.082  0.12
H40 -7.717 -4.995 0.180  0.12
H41 -6.424 -3.972 1.092  0.12
H42 -7.508 -6.383 2.523  0.10
H43 -8.970 -6.352 1.302  0.09
H44 -9.230 -6.090 3.104  0.10
H45 -0.547 0.698 0.943  0.12
H46 -0.370 2.310 -0.075  0.11
H47 -0.215 1.979 2.810  0.13
H48 -1.916 2.652 2.659  0.11
H49 0.528 4.020 1.035  0.13
H50 -0.990 4.829 1.764  0.12
H51 3.277 5.585 1.353  0.10
H52 2.881 3.818 1.706  0.09
H53 3.755 4.911 3.011  0.10
H54 -3.561 3.344 -1.063  0.12
H55 -2.096 3.813 -0.059  0.11
H56 -5.042 2.900 1.104  0.09
H57 -3.652 3.779 2.103  0.08
H58 -0.980 6.899 -2.558  0.14

Values from the calculation:
frontier orbital gap = 9.450 eV
LUMO level = -0.07 eV
HOMO level = -9.52 eV
total charge = 0



Q: Which of these has the highest total charge?
A: C34H58N13O2Re